{
  "formula": "C29H20N2O3Sn",
  "method": "ωB97M-V/def2-TZVPD",
  "e_tot_ev": -45349.4814,
  "e_above_lowest_kcal_mol": 2.8,
  "symbols": ["Sn", "O", "C", "C", "C", "C", "C", "C", "C", "O", "N", "N", "C", "C", "C", "C", "C", "C", "C", "O", "H", "H", "H", "H", "H", "H", "H", "H", "H", "H", "C", "C", "C", "C", "C", "C", "C", "C", "C", "C", "C", "C", "C", "C", "C", "H", "H", "H", "H", "H", "H", "H", "H", "H", "H"],
  "coordinates": [[-0.1519, -1.6042, -3.5622], [2.9212, -2.4465, 1.2486], [3.8266, -1.9795, 0.3695], [5.1219, -1.7525, 0.8378], [6.0955, -1.2564, -0.0089], [5.8007, -0.9736, -1.3413], [4.5201, -1.2068, -1.8095], [3.5196, -1.7132, -0.9782], [2.1501, -1.8961, -1.5408], [1.9589, -1.7111, -2.7879], [1.2027, -2.1933, -0.6786], [-0.0556, -2.1987, -1.2795], [-1.0236, -2.3432, -0.4508], [-2.4270, -2.1323, -0.7184], [-3.2851, -2.0533, 0.3928], [-4.6255, -1.7816, 0.2544], [-5.1364, -1.5984, -1.0397], [-4.3227, -1.6841, -2.1456], [-2.9397, -1.9552, -2.0231], [-2.1930, -2.0427, -3.0887], [2.0517, -2.4761, 0.7639], [5.3351, -1.9789, 1.8749], [7.0958, -1.0881, 0.3726], [6.5629, -0.5836, -2.0028], [4.2595, -1.0103, -2.8416], [-0.7448, -2.5422, 0.5845], [-2.8603, -2.2027, 1.3811], [-5.2714, -1.7216, 1.1200], [-6.1925, -1.3922, -1.1725], [-4.7134, -1.5518, -3.1470], [-0.3541, 0.2598, -2.2097], [-0.4853, 0.9080, -1.1698], [-0.6011, 1.6373, -0.0241], [0.5872, 2.3115, 0.4842], [1.8463, 1.7693, 0.1878], [2.9945, 2.3968, 0.6346], [2.8932, 3.5781, 1.3589], [1.6488, 4.1345, 1.6441], [0.4958, 3.5018, 1.2198], [-1.8866, 1.6553, 0.6712], [-3.0613, 1.3887, -0.0429], [-4.2693, 1.3000, 0.6197], [-4.3140, 1.4481, 2.0022], [-3.1510, 1.6860, 2.7240], [-1.9388, 1.7932, 2.0640], [1.9087, 0.8401, -0.3646], [3.9617, 1.9608, 0.4141], [3.7922, 4.0746, 1.7027], [1.5825, 5.0664, 2.1900], [-0.4729, 3.9427, 1.4138], [-3.0083, 1.2482, -1.1154], [-5.1749, 1.0986, 0.0632], [-5.2599, 1.3594, 2.5217], [-3.1864, 1.7730, 3.8018], [-1.0263, 1.9378, 2.6255]],
  "lowdin_charge": [1.224, 0.042, -0.281, -0.023, -0.092, -0.099, -0.031, -0.087, -0.474, -0.264, 0.041, -0.089, -0.069, -0.153, -0.056, -0.127, -0.099, -0.012, -0.373, -0.339, 0.060, 0.114, 0.101, 0.096, 0.113, 0.133, 0.113, 0.100, 0.103, 0.114, 0.015, -0.094, -0.064, -0.165, 0.018, -0.042, -0.054, -0.061, -0.023, -0.162, 0.001, -0.067, -0.054, -0.057, -0.016, 0.111, 0.114, 0.110, 0.109, 0.120, 0.125, 0.110, 0.112, 0.109, 0.118]
}

---

{
  "formula": "C29H21BClF4N6ORhS",
  "method": "ωB97M-V/def2-TZVPD",
  "e_tot_ev": -79318.5845,
  "e_above_lowest_kcal_mol": 0.0,
  "spin_multiplicity": 5,
  "symbols": ["Rh", "Cl", "C", "C", "C", "C", "O", "C", "C", "N", "C", "C", "C", "C", "C", "C", "C", "C", "N", "C", "C", "H", "H", "H", "H", "H", "H", "H", "H", "H", "H", "S", "C", "N", "N", "C", "C", "C", "C", "C", "C", "N", "N", "C", "C", "C", "C", "C", "C", "H", "H", "H", "H", "H", "H", "H", "H", "H", "H", "H", "F", "B", "F", "F", "F"],
  "coordinates": [[0.1888, -0.9818, -0.0692], [-4.5704, -5.8101, 2.5125], [-3.6774, -4.4510, 1.9046], [-4.2407, -3.1718, 1.9564], [-3.5370, -2.0972, 1.4782], [-2.2440, -2.2393, 0.9366], [-1.6589, -1.1389, 0.5272], [-1.6880, -3.5390, 0.8781], [-0.4130, -3.8493, 0.2936], [0.4105, -2.9893, -0.1826], [1.6221, -3.3493, -0.8428], [1.9837, -4.6232, -1.1908], [3.1918, -4.8657, -1.8710], [4.0184, -3.8358, -2.2162], [3.6648, -2.5070, -1.8931], [4.4466, -1.3854, -2.2586], [4.0248, -0.1317, -1.9445], [2.8076, 0.0303, -1.2578], [2.0741, -0.9915, -0.8936], [2.4687, -2.2682, -1.2023], [-2.4312, -4.6300, 1.3707], [-5.2300, -3.0392, 2.3723], [-3.9534, -1.0998, 1.5063], [-0.1634, -4.9070, 0.2520], [1.3410, -5.4638, -0.9713], [3.4496, -5.8820, -2.1344], [4.9375, -4.0201, -2.7566], [5.3694, -1.5433, -2.8023], [4.5873, 0.7446, -2.2291], [2.4304, 1.0122, -1.0149], [-2.0082, -5.6254, 1.3208], [1.2645, -0.5510, 2.1376], [1.3971, 1.1287, 1.8123], [2.1833, 1.8303, 2.7042], [1.9016, 3.1113, 2.8525], [0.6333, 3.7333, 2.8608], [-0.5264, 3.0160, 3.1327], [-1.7457, 3.6697, 3.1227], [-1.8137, 5.0336, 2.8638], [-0.6493, 5.7460, 2.6174], [0.5765, 5.0987, 2.6120], [0.8599, 1.7721, 0.8141], [0.0586, 1.0784, -0.0078], [-0.8443, 1.8574, -0.6986], [-1.7125, 1.2436, -1.6154], [-2.6275, 2.0024, -2.3138], [-2.7069, 3.3757, -2.1127], [-1.8516, 3.9902, -1.2019], [-0.9245, 3.2500, -0.4995], [2.6624, 3.6301, 3.2658], [-0.4685, 1.9574, 3.3501], [-2.6497, 3.1101, 3.3214], [-2.7708, 5.5370, 2.8560], [-0.6929, 6.8085, 2.4180], [1.4873, 5.6427, 2.3929], [-1.6417, 0.1821, -1.7957], [-3.2714, 1.5183, -3.0352], [-3.4226, 3.9661, -2.6692], [-1.9077, 5.0594, -1.0420], [-0.2603, 3.7251, 0.2064], [1.5014, -1.3688, -4.0747], [0.4573, -0.5577, -3.6333], [-0.0930, -1.2052, -2.4353], [0.9536, 0.6898, -3.2283], [-0.5572, -0.4325, -4.5551]],
  "mulliken_spin": [1.430, 0.004, 0.034, -0.022, 0.029, -0.011, 0.115, 0.024, -0.022, 0.001, 0.001, 0.005, -0.002, 0.005, -0.009, 0.006, -0.002, 0.013, 0.002, 0.014, -0.019, -0.001, 0.001, 0.002, 0.000, 0.000, 0.000, 0.000, 0.000, -0.001, -0.001, 0.536, 0.049, 0.522, 0.338, -0.026, 0.059, -0.028, 0.054, -0.027, 0.054, 0.132, 0.419, -0.052, 0.137, -0.080, 0.158, -0.077, 0.142, -0.019, 0.006, 0.000, 0.002, -0.001, -0.003, 0.018, -0.002, 0.009, -0.001, 0.022, 0.001, 0.040, 0.023, -0.003, 0.001]
}

---

{
  "formula": "C29H21Br2HfN2OS4",
  "method": "ωB97M-V/def2-TZVPD",
  "e_tot_ev": -220174.9757,
  "total_charge": 1,
  "symbols": ["Hf", "S", "C", "C", "C", "C", "C", "C", "S", "C", "C", "C", "C", "C", "C", "C", "S", "C", "C", "C", "C", "C", "C", "S", "N", "H", "H", "H", "H", "H", "H", "H", "H", "H", "H", "H", "H", "H", "H", "H", "C", "C", "C", "C", "C", "C", "Br", "C", "C", "Br", "C", "O", "C", "N", "H", "H", "H", "H", "H", "H"],
  "coordinates": [[-0.0910, -0.0468, -0.0328], [-2.1029, 1.4706, 0.5587], [-2.2677, 1.3764, 2.3107], [-3.4814, 1.7495, 2.8950], [-3.6627, 1.6856, 4.2673], [-2.6429, 1.2433, 5.1020], [-1.4310, 0.8744, 4.5486], [-1.2490, 0.9503, 3.1705], [0.3320, 0.4950, 2.5171], [1.1132, 2.1338, 2.2634], [1.3751, 2.6797, 0.8777], [2.2181, 3.7809, 0.8165], [2.4498, 4.3963, -0.3955], [1.8115, 3.9063, -1.5217], [0.9882, 2.8062, -1.3914], [0.2048, 2.2958, -2.5638], [0.3225, 0.4841, -2.6128], [-1.1604, 0.0592, -3.4855], [-1.4061, 0.5657, -4.7548], [-2.5752, 0.2160, -5.4081], [-3.4721, -0.6513, -4.7954], [-3.2049, -1.1759, -3.5411], [-2.0373, -0.8275, -2.8642], [-1.6545, -1.5727, -1.3143], [0.7929, 2.1806, -0.2188], [-4.2844, 2.0813, 2.2500], [-4.6158, 1.9771, 4.6894], [-2.7920, 1.1863, 6.1714], [-0.6208, 0.5270, 5.1779], [2.0554, 2.0952, 2.8070], [0.4551, 2.8303, 2.7838], [2.6875, 4.1446, 1.7210], [3.1119, 5.2494, -0.4635], [1.9454, 4.3643, -2.4915], [0.5794, 2.7148, -3.4937], [-0.8487, 2.5543, -2.4493], [-0.6890, 1.2230, -5.2316], [-2.7800, 0.6107, -6.3940], [-4.3865, -0.9264, -5.3045], [-3.8982, -1.8601, -3.0701], [-1.4338, -2.9686, 1.5925], [-0.0630, -3.2135, 1.0401], [0.4789, -4.5120, 1.0149], [1.7456, -4.7277, 0.5529], [2.5373, -3.6363, 0.1340], [3.8991, -3.6908, -0.2588], [4.7818, -5.3576, -0.3686], [4.5943, -2.5497, -0.5366], [3.9664, -1.2926, -0.4539], [4.9350, 0.2876, -0.7787], [2.6328, -1.1880, -0.1535], [1.9816, -0.0431, 0.0162], [1.9269, -2.3747, 0.1699], [0.6356, -2.1828, 0.5950], [-1.5710, -3.5183, 2.5239], [-2.1987, -3.3059, 0.8914], [-1.6104, -1.9085, 1.7926], [-0.1263, -5.3336, 1.3729], [2.1603, -5.7268, 0.5337], [5.6390, -2.6043, -0.8094]],
  "lowdin_charge": [1.063, 0.585, -0.673, -0.106, -0.059, -0.074, -0.099, -0.559, 0.941, -0.313, -0.295, 0.002, -0.010, 0.008, -0.319, -0.331, 0.964, -0.533, -0.088, -0.067, -0.059, -0.095, -0.653, 0.620, -0.020, 0.106, 0.114, 0.110, 0.109, 0.094, 0.111, 0.130, 0.125, 0.127, 0.093, 0.110, 0.113, 0.112, 0.114, 0.109, -0.042, -0.320, 0.016, 0.016, -0.175, -0.614, 0.819, -0.145, -0.593, 0.818, -0.392, -0.310, -0.139, -0.007, 0.100, 0.076, 0.057, 0.128, 0.095, 0.105]
}

---

Repeat the first record exactly.
{
  "formula": "C29H20N2O3Sn",
  "method": "ωB97M-V/def2-TZVPD",
  "e_tot_ev": -45349.4814,
  "e_above_lowest_kcal_mol": 2.8,
  "symbols": ["Sn", "O", "C", "C", "C", "C", "C", "C", "C", "O", "N", "N", "C", "C", "C", "C", "C", "C", "C", "O", "H", "H", "H", "H", "H", "H", "H", "H", "H", "H", "C", "C", "C", "C", "C", "C", "C", "C", "C", "C", "C", "C", "C", "C", "C", "H", "H", "H", "H", "H", "H", "H", "H", "H", "H"],
  "coordinates": [[-0.1519, -1.6042, -3.5622], [2.9212, -2.4465, 1.2486], [3.8266, -1.9795, 0.3695], [5.1219, -1.7525, 0.8378], [6.0955, -1.2564, -0.0089], [5.8007, -0.9736, -1.3413], [4.5201, -1.2068, -1.8095], [3.5196, -1.7132, -0.9782], [2.1501, -1.8961, -1.5408], [1.9589, -1.7111, -2.7879], [1.2027, -2.1933, -0.6786], [-0.0556, -2.1987, -1.2795], [-1.0236, -2.3432, -0.4508], [-2.4270, -2.1323, -0.7184], [-3.2851, -2.0533, 0.3928], [-4.6255, -1.7816, 0.2544], [-5.1364, -1.5984, -1.0397], [-4.3227, -1.6841, -2.1456], [-2.9397, -1.9552, -2.0231], [-2.1930, -2.0427, -3.0887], [2.0517, -2.4761, 0.7639], [5.3351, -1.9789, 1.8749], [7.0958, -1.0881, 0.3726], [6.5629, -0.5836, -2.0028], [4.2595, -1.0103, -2.8416], [-0.7448, -2.5422, 0.5845], [-2.8603, -2.2027, 1.3811], [-5.2714, -1.7216, 1.1200], [-6.1925, -1.3922, -1.1725], [-4.7134, -1.5518, -3.1470], [-0.3541, 0.2598, -2.2097], [-0.4853, 0.9080, -1.1698], [-0.6011, 1.6373, -0.0241], [0.5872, 2.3115, 0.4842], [1.8463, 1.7693, 0.1878], [2.9945, 2.3968, 0.6346], [2.8932, 3.5781, 1.3589], [1.6488, 4.1345, 1.6441], [0.4958, 3.5018, 1.2198], [-1.8866, 1.6553, 0.6712], [-3.0613, 1.3887, -0.0429], [-4.2693, 1.3000, 0.6197], [-4.3140, 1.4481, 2.0022], [-3.1510, 1.6860, 2.7240], [-1.9388, 1.7932, 2.0640], [1.9087, 0.8401, -0.3646], [3.9617, 1.9608, 0.4141], [3.7922, 4.0746, 1.7027], [1.5825, 5.0664, 2.1900], [-0.4729, 3.9427, 1.4138], [-3.0083, 1.2482, -1.1154], [-5.1749, 1.0986, 0.0632], [-5.2599, 1.3594, 2.5217], [-3.1864, 1.7730, 3.8018], [-1.0263, 1.9378, 2.6255]],
  "lowdin_charge": [1.224, 0.042, -0.281, -0.023, -0.092, -0.099, -0.031, -0.087, -0.474, -0.264, 0.041, -0.089, -0.069, -0.153, -0.056, -0.127, -0.099, -0.012, -0.373, -0.339, 0.060, 0.114, 0.101, 0.096, 0.113, 0.133, 0.113, 0.100, 0.103, 0.114, 0.015, -0.094, -0.064, -0.165, 0.018, -0.042, -0.054, -0.061, -0.023, -0.162, 0.001, -0.067, -0.054, -0.057, -0.016, 0.111, 0.114, 0.110, 0.109, 0.120, 0.125, 0.110, 0.112, 0.109, 0.118]
}

---

- Which formula does entry 3 have?
  C29H21Br2HfN2OS4